Entry 1:
Molecular formula: C4H11NP2
Method: DFT, ωB97M-V/def2-TZVPD

- relative energy (zero: lowest compared OMol25 entry of this formula, charge and spin) (kcal/mol) = 41.78
- charge = 0
- F_max (eV Å⁻¹) = 1.73

```
18
Properties=species:S:1:pos:R:3:mulliken_charge:R:1
C 2.27250 -0.37644 0.45024 -0.8546
C -0.56017 0.37965 -0.96012 0.0097
C -1.64201 1.33346 -0.61438 -1.3229
C -1.18226 -1.14799 0.82278 -1.0103
N -0.37741 -0.80843 -0.33610 0.1060
P 2.06509 1.41338 0.05538 -0.0212
P 1.13275 -1.61790 -0.44922 -0.0520
H 3.26386 -0.70698 0.12572 0.3961
H 2.18760 -0.57843 1.52081 0.3479
H -0.06954 0.46276 -1.91541 0.3756
H -1.66104 1.56172 0.44980 0.2976
H -2.62713 0.93918 -0.88536 0.3840
H -1.48582 2.25844 -1.15913 0.3604
H -0.87103 -0.58041 1.70506 0.3572
H -2.23666 -0.95040 0.62610 0.3637
H -1.05343 -2.21253 1.03335 0.3192
H 1.42325 1.72669 1.25149 -0.0774
H 1.42145 -1.09577 -1.72099 0.0210
```

=====

Entry 2:
Molecular formula: C4H11NS
Method: DFT, ωB97M-V/def2-TZVPD

- spin multiplicity = 2
- relative energy (zero: lowest compared OMol25 entry of this formula, charge and spin) (kcal/mol) = 65.41
- charge = -1
- F_max (eV Å⁻¹) = 2.24
- ⟨S²⟩ = 0.753

```
17
Properties=species:S:1:pos:R:3:mulliken_charge:R:1
C -1.21264 2.98738 -2.21322 -0.7963
S -0.81687 2.18048 -0.63042 -0.0957
C 0.32647 0.91146 -1.31477 -0.5289
H -1.78327 3.86733 -1.91745 0.2894
H -1.47472 2.17411 -2.90111 0.2510
H -0.29276 3.36889 -2.72881 0.2529
H 0.39913 0.22739 -0.46349 0.0658
H -0.00530 0.64654 -2.32438 0.2372
H 1.32255 1.29919 -1.59954 0.2787
C 0.85868 -2.74098 1.21692 -1.0271
C -0.08965 -1.44451 2.93774 -0.8121
N 0.11410 -1.54576 1.64109 -0.4155
H 0.37235 -3.69157 1.52377 0.3548
H 1.88660 -2.68401 1.62490 0.2611
H 0.85026 -2.63753 0.13473 0.2379
H -0.80002 -0.72854 3.35344 0.1904
H 0.34509 -2.18988 3.66062 0.2566
```

=====

Entry 3:
Molecular formula: C4H11NS
Method: DFT, ωB97M-V/def2-TZVPD

- relative energy (zero: lowest compared OMol25 entry of this formula, charge and spin) (kcal/mol) = 14.83
- charge = 0
- F_max (eV Å⁻¹) = 1.33
- SMILES = CCNCCS

```
17
Properties=species:S:1:pos:R:3:mulliken_charge:R:1
C 1.29339 0.98678 1.80032 -0.3826
N 0.80915 0.78290 0.44964 -0.2537
C -0.16746 -0.24979 0.16759 -0.4929
C -0.66510 -0.28317 -1.27470 -0.5757
S -1.63644 -1.80130 -1.58644 -0.2547
C 1.83672 2.42254 1.97139 -1.1460
H 2.08204 0.28324 2.10085 0.3072
H 0.38349 0.89350 2.40368 0.3132
H 1.54779 0.83235 -0.24076 0.2087
H 0.17916 -1.22796 0.50897 0.3210
H -1.03554 -0.01125 0.79793 0.2346
H 0.13852 -0.18954 -2.01188 0.3450
H -1.42485 0.46528 -1.46996 0.2921
H -0.79469 -2.85707 -1.83791 0.1197
H 2.21258 2.48453 2.99452 0.3599
H 1.00837 3.12347 1.84617 0.2930
H 2.62057 2.62875 1.24138 0.3113
```

=====

> The lowest F_max belongs to which entry?

number 3

=====

Please write out number 1 again, unchanged.
Molecular formula: C4H11NP2
Method: DFT, ωB97M-V/def2-TZVPD

- relative energy (zero: lowest compared OMol25 entry of this formula, charge and spin) (kcal/mol) = 41.78
- charge = 0
- F_max (eV Å⁻¹) = 1.73

```
18
Properties=species:S:1:pos:R:3:mulliken_charge:R:1
C 2.27250 -0.37644 0.45024 -0.8546
C -0.56017 0.37965 -0.96012 0.0097
C -1.64201 1.33346 -0.61438 -1.3229
C -1.18226 -1.14799 0.82278 -1.0103
N -0.37741 -0.80843 -0.33610 0.1060
P 2.06509 1.41338 0.05538 -0.0212
P 1.13275 -1.61790 -0.44922 -0.0520
H 3.26386 -0.70698 0.12572 0.3961
H 2.18760 -0.57843 1.52081 0.3479
H -0.06954 0.46276 -1.91541 0.3756
H -1.66104 1.56172 0.44980 0.2976
H -2.62713 0.93918 -0.88536 0.3840
H -1.48582 2.25844 -1.15913 0.3604
H -0.87103 -0.58041 1.70506 0.3572
H -2.23666 -0.95040 0.62610 0.3637
H -1.05343 -2.21253 1.03335 0.3192
H 1.42325 1.72669 1.25149 -0.0774
H 1.42145 -1.09577 -1.72099 0.0210
```